Below is an isolated molecule of C3H5N3S2, with properties calculated with ωB97M-V/def2-TZVPD.

Summary:
Orbital gap = 8.81 eV
HOMO level = -8.363 eV
SMILES string = S/N=C1\CN(S)C=N1

The geometry in ORCA input format:
```
! wB97M-V def2-TZVPD RIJCOSX def2/J DEFGRID3
* xyz 0 1
S -2.178 -1.673 -1.364
N -0.471 -1.775 -1.271
C 0.101 -0.834 -0.627
C -0.542 0.366 0.089
N 0.644 1.004 0.639
S 0.682 2.495 1.413
C 1.726 0.266 0.239
N 1.495 -0.777 -0.475
H -2.304 -2.787 -2.079
H -1.264 0.013 0.869
H -1.076 1.006 -0.629
H 0.485 2.081 2.682
H 2.702 0.613 0.513
*
```



Below is a structure of composition BF4Sn, with properties calculated with ωB97M-V/def2-TZVPD.

Summary:
Orbital gap = 8.92 eV
HOMO level = -17.214 eV

The geometry in ORCA input format:
```
! wB97M-V def2-TZVPD RIJCOSX def2/J DEFGRID3
* xyz 1 1
Sn -19.040 -31.197 3.942
B -18.001 -33.121 2.509
F -17.188 -32.195 3.054
F -18.432 -34.051 3.352
F -19.091 -32.398 2.048
F -17.419 -33.600 1.371
*
```



Below is a structure of composition C27H36CdN10O2P, with properties calculated with ωB97M-V/def2-TZVPD.

Summary:
Orbital gap = 7.24 eV
HOMO level = -9.743 eV

The geometry in ORCA input format:
```
! wB97M-V def2-TZVPD RIJCOSX def2/J DEFGRID3
* xyz 1 1
Cd 1.674 1.052 0.045
N 2.824 5.205 1.271
C 3.050 3.904 1.094
N 1.962 3.346 0.587
C 1.101 4.384 0.455
N 1.584 5.534 0.864
C -0.203 4.226 -0.186
C -1.088 5.294 -0.325
N -2.228 5.161 -0.979
C -2.490 3.955 -1.472
C -1.626 2.883 -1.300
N -0.466 3.015 -0.671
H 3.443 5.910 1.645
H 3.956 3.382 1.331
H -0.851 6.261 0.093
H -3.411 3.843 -2.027
H -1.872 1.898 -1.674
O 3.796 1.325 0.383
C 4.887 0.650 0.154
C 6.132 1.298 0.321
C 7.325 0.657 0.103
C 7.346 -0.679 -0.305
C 6.151 -1.332 -0.480
C 4.914 -0.702 -0.258
C 3.687 -1.457 -0.445
N 2.420 -1.040 -0.387
C 1.629 -2.135 -0.640
C 2.403 -3.225 -0.846
N 3.695 -2.783 -0.720
H 6.124 2.335 0.627
H 8.254 1.193 0.241
H 8.280 -1.188 -0.484
H 6.189 -2.362 -0.809
H 0.560 -2.065 -0.621
H 2.164 -4.246 -1.062
H 4.519 -3.352 -0.802
O -0.383 0.166 0.298
P -1.581 -0.729 0.120
N -1.837 -1.306 -1.405
C -1.734 -2.717 -1.821
C -1.894 -2.645 -3.333
C -1.156 -1.360 -3.678
C -1.595 -0.419 -2.559
N -1.393 -2.024 1.132
C -0.458 -1.960 2.270
C -0.679 -3.296 2.958
C -2.189 -3.474 2.849
C -2.520 -2.914 1.462
N -2.996 0.014 0.526
C -4.153 0.353 -0.308
C -4.845 1.465 0.473
C -4.577 1.079 1.920
C -3.137 0.571 1.879
H -2.508 -3.320 -1.351
H -0.761 -3.148 -1.573
H -2.949 -2.553 -3.596
H -1.492 -3.527 -3.827
H -1.406 -0.967 -4.661
H -0.077 -1.521 -3.640
H -2.513 0.106 -2.842
H -0.829 0.325 -2.324
H -0.710 -1.135 2.946
H 0.564 -1.812 1.923
H -0.321 -3.298 3.984
H -0.161 -4.084 2.409
H -2.691 -2.894 3.624
H -2.506 -4.510 2.954
H -3.461 -2.360 1.454
H -2.598 -3.717 0.726
H -4.816 -0.515 -0.406
H -3.864 0.658 -1.313
H -5.903 1.542 0.232
H -4.375 2.426 0.259
H -5.247 0.274 2.224
H -4.704 1.905 2.617
H -2.964 -0.203 2.630
H -2.414 1.375 2.046
*
```



Below is a cluster of 3 separate species, C3H13NO2S in total, with properties calculated with ωB97M-V/def2-TZVPD.

Summary:
Orbital gap = 9.69 eV
HOMO level = -9.065 eV
SMILES string = NCCCS.O.O

The geometry in ORCA input format:
```
! wB97M-V def2-TZVPD RIJCOSX def2/J DEFGRID3
* xyz 0 1
N -0.558 -1.738 -1.175
C 0.232 -1.787 0.043
C 1.638 -1.236 -0.188
C 1.766 -0.024 -1.061
S 0.952 1.466 -0.310
H -0.115 -2.066 -2.020
H -1.460 -2.165 -1.056
H 0.292 -2.781 0.480
H -0.272 -1.181 0.804
H 2.174 -2.078 -0.666
H 2.204 -1.170 0.750
H 2.795 0.271 -1.144
H 1.317 -0.134 -2.043
H 1.964 1.691 0.536
O -0.991 3.877 1.329
H -0.598 3.208 1.902
H -1.866 3.521 1.136
O -3.233 1.043 1.187
H -3.863 0.487 0.688
H -2.380 0.793 0.808
*
```



Below is a structure of composition C5H6OS, with properties calculated with ωB97M-V/def2-TZVPD.

Summary:
Orbital gap = 8.36 eV
HOMO level = -8.708 eV

The geometry in ORCA input format:
```
! wB97M-V def2-TZVPD RIJCOSX def2/J DEFGRID3
* xyz 0 1
C 0.450 0.552 1.128
C 0.117 -0.771 0.571
C 0.857 -0.720 -0.781
C -0.041 1.114 -0.101
C -1.108 0.052 -0.110
H -0.232 -1.777 0.821
H 0.069 -1.338 -1.524
H 2.022 -1.295 -0.755
H -0.333 2.059 -0.347
H -1.524 -0.313 -1.125
H -1.711 0.460 0.736
O 0.958 0.699 -1.074
S 0.476 1.278 2.561
*
```



Below is the ion C3H5O2 with charge +1, with properties calculated with ωB97M-V/def2-TZVPD.

Summary:
Orbital gap = 9.54 eV
HOMO level = -15.726 eV

The geometry in ORCA input format:
```
! wB97M-V def2-TZVPD RIJCOSX def2/J DEFGRID3
* xyz 1 1
C -0.026 -0.727 -0.710
C -1.037 0.559 -0.771
C 0.982 0.182 1.251
O -0.964 1.506 -0.088
O 0.968 -0.057 0.065
H 0.244 -0.896 -1.771
H -1.876 0.521 -1.441
H -0.397 -1.545 -0.201
H 1.637 0.890 1.671
H 0.469 -0.432 1.996
*
```



Below is an isolated molecule of C3H6OS, with properties calculated with ωB97M-V/def2-TZVPD.

Summary:
Orbital gap = 9.80 eV
HOMO level = -9.041 eV
SMILES string = OC[C@@H]1CS1

The geometry in ORCA input format:
```
! wB97M-V def2-TZVPD RIJCOSX def2/J DEFGRID3
* xyz 0 1
O -2.112 0.258 0.009
C -1.120 -0.755 -0.234
C -0.102 -0.245 0.403
C 0.578 1.156 0.021
S 1.518 -0.309 -0.084
H -1.727 1.074 -0.225
H -0.964 -0.659 -1.211
H -1.373 -1.720 0.458
H -0.188 -0.376 1.522
H 0.193 1.528 -1.083
H 0.533 2.110 0.670
*
```



Below is a cluster of 2 separate species, C4H12N2O2Si in total, with properties calculated with ωB97M-V/def2-TZVPD.

Summary:
Orbital gap (spin up / spin down) = 8.46 / 8.45 eV
HOMO level (spin up / spin down) = -9.229 / -9.229 eV
SMILES string = C[Si](C)(C)O.C=NN=O

The geometry in ORCA input format:
```
! wB97M-V def2-TZVPD RIJCOSX def2/J DEFGRID3
* xyz 0 1
C -2.662 -1.539 0.486
Si -1.097 -0.835 -0.258
C -1.302 0.393 -1.690
C -0.483 0.231 1.277
O -0.140 -2.154 -0.682
H -3.341 -0.697 0.635
H -3.266 -2.205 -0.155
H -2.540 -1.992 1.472
H -2.247 0.764 -2.171
H -0.765 1.289 -1.311
H -0.813 -0.051 -2.594
H 0.399 0.759 0.976
H -1.305 1.026 1.697
H -0.138 -0.431 2.045
H 0.798 -2.255 -0.364
C 3.442 2.273 0.165
N 3.296 0.969 0.137
N 2.522 0.075 0.179
O 2.634 -1.057 -0.213
H 2.889 2.801 -0.535
H 4.119 2.636 0.901
*
```



Below is a cluster of 2 separate species, C2H3FO3 in total, with properties calculated with ωB97M-V/def2-TZVPD.

Summary:
Orbital gap = 11.90 eV
HOMO level = -11.580 eV
SMILES string = O=C=O.OCF

The geometry in ORCA input format:
```
! wB97M-V def2-TZVPD RIJCOSX def2/J DEFGRID3
* xyz 0 1
O -2.845 1.095 0.393
C -2.477 -0.002 0.218
O -2.181 -1.058 -0.115
O 0.516 -0.774 -0.041
C 1.497 0.231 0.143
F 2.447 0.095 -0.871
H 0.026 -0.600 -0.845
H 2.092 -0.128 1.043
H 0.925 1.142 0.074
*
```



Below is a structure of composition C21H35IN10O5PdS2, with properties calculated with ωB97M-V/def2-TZVPD.

Summary:
Orbital gap = 6.78 eV
HOMO level = -6.545 eV

The geometry in ORCA input format:
```
! wB97M-V def2-TZVPD RIJCOSX def2/J DEFGRID3
* xyz 0 1
Pd -0.619 -0.149 0.385
C -4.481 -0.215 3.629
C -3.778 -0.912 2.509
C -4.395 -1.626 1.536
C -3.558 -2.303 0.580
N -2.269 -2.306 0.640
C -1.593 -1.512 1.559
S 0.030 -1.797 2.015
N -2.427 -0.832 2.500
C -4.197 -3.074 -0.540
H -5.552 -0.166 3.442
H -4.094 0.798 3.763
H -4.323 -0.755 4.565
H -5.471 -1.715 1.507
H -1.938 -0.367 3.248
H -5.281 -2.957 -0.544
H -3.957 -4.134 -0.449
H -3.797 -2.726 -1.492
C -6.156 4.157 0.268
C -6.556 2.714 -0.021
C -6.450 2.390 -1.507
C -5.758 1.724 0.834
N -4.325 1.787 0.600
C -3.369 2.535 1.181
N -2.225 2.268 0.608
N -2.494 1.327 -0.329
N -3.741 1.037 -0.341
H -6.835 4.848 -0.232
H -5.150 4.368 -0.101
H -6.182 4.378 1.338
H -7.597 2.577 0.289
H -5.415 2.444 -1.849
H -7.032 3.103 -2.092
H -6.818 1.387 -1.725
H -6.045 0.694 0.626
H -5.916 1.918 1.895
H -3.539 3.224 1.990
C 7.704 1.513 -2.871
C 6.293 2.076 -2.944
S 5.830 2.745 -1.351
O 6.742 3.801 -1.006
O 5.641 1.642 -0.447
C 4.221 3.495 -1.679
C 3.475 3.880 -0.391
N 2.839 2.735 0.246
C 1.732 2.129 -0.257
N 1.471 1.003 0.374
C 2.409 0.868 1.349
C 3.266 1.926 1.283
N 4.354 2.208 2.156
O 4.834 3.332 2.144
O 4.711 1.309 2.890
C 0.909 2.683 -1.363
H 7.986 1.120 -3.846
H 7.756 0.704 -2.143
H 8.414 2.289 -2.587
H 5.561 1.303 -3.186
H 6.214 2.886 -3.671
H 3.635 2.789 -2.269
H 4.414 4.385 -2.277
H 2.687 4.582 -0.655
H 4.137 4.360 0.321
H 2.416 0.040 2.035
H 0.528 3.672 -1.105
H 0.075 2.005 -1.524
H 1.464 2.754 -2.301
N 1.352 -2.185 -1.392
C 1.403 -1.333 -2.432
O 0.829 -0.257 -2.472
C 2.222 -1.797 -3.627
I 4.312 -1.792 -3.177
H 0.910 -1.881 -0.530
H 1.844 -3.060 -1.400
H 2.071 -1.100 -4.442
H 1.970 -2.808 -3.934
*
```



Below is a structure of composition C32H29ClN6O6S4SiSn, with properties calculated with ωB97M-V/def2-TZVPD.

Summary:
Orbital gap = 6.31 eV
HOMO level = -2.712 eV

The geometry in ORCA input format:
```
! wB97M-V def2-TZVPD RIJCOSX def2/J DEFGRID3
* xyz -2 1
Sn -0.471 -0.501 -0.010
N -1.676 1.616 2.458
N -0.564 2.495 2.406
C 0.557 2.260 1.592
O 1.320 3.213 1.389
O 0.726 1.054 1.199
H -2.119 1.559 1.541
H -1.317 0.689 2.665
H -0.852 3.458 2.416
S -0.279 4.599 -4.165
C 0.084 5.917 -5.196
C 1.421 6.051 -5.419
C 2.174 5.072 -4.732
C 1.399 4.204 -4.006
C 1.855 3.079 -3.187
C 0.961 2.092 -2.699
N 1.335 1.068 -1.969
C 2.625 0.935 -1.626
C 3.603 1.840 -2.091
C 4.979 1.656 -1.760
C 5.364 0.637 -0.972
C 4.404 -0.278 -0.442
C 4.796 -1.305 0.420
C 3.864 -2.164 0.952
C 2.528 -1.975 0.551
N 2.130 -1.033 -0.268
C 3.031 -0.155 -0.764
C 4.235 -3.210 1.901
C 5.464 -3.461 2.452
C 5.458 -4.536 3.372
C 4.223 -5.092 3.505
S 3.059 -4.315 2.519
C 3.185 2.915 -2.880
H -0.712 6.527 -5.592
H 1.855 6.814 -6.049
H 3.252 5.012 -4.779
H -0.096 2.154 -2.941
H 5.704 2.358 -2.158
H 6.406 0.492 -0.709
H 5.847 -1.408 0.663
H 1.741 -2.625 0.922
H 6.356 -2.904 2.204
H 6.333 -4.875 3.909
H 3.934 -5.925 4.126
H 3.926 3.622 -3.234
S -3.663 -1.387 0.823
C -4.093 -2.411 -0.417
N -3.177 -3.118 -1.138
C -3.491 -3.954 -2.144
C -4.784 -4.202 -2.484
C -5.792 -3.514 -1.769
C -5.458 -2.648 -0.774
H -2.175 -2.975 -0.968
H -2.649 -4.409 -2.650
H -5.025 -4.882 -3.287
H -6.831 -3.681 -2.029
H -6.202 -2.098 -0.219
C -1.763 -4.667 4.763
Si -0.682 -3.108 4.673
C 0.995 -3.562 5.443
C -1.469 -1.840 5.843
C -0.522 -2.442 2.987
C -0.452 -1.887 1.897
H -1.928 -5.000 5.790
H -1.313 -5.493 4.207
H -2.738 -4.461 4.317
H 0.909 -3.771 6.512
H 1.704 -2.740 5.320
H 1.429 -4.439 4.961
H -1.606 -2.240 6.850
H -2.444 -1.529 5.463
H -0.845 -0.946 5.913
S 1.172 -4.980 -2.619
C 0.460 -3.761 -1.830
N -0.077 -2.888 -1.261
O -2.496 2.135 -2.929
Cl -3.135 1.471 -1.815
O -3.029 0.052 -1.999
O -4.513 1.864 -1.767
O -2.473 1.851 -0.593
*
```



Below is an isolated molecule of C8H12NOPS, with properties calculated with ωB97M-V/def2-TZVPD.

Summary:
Orbital gap = 8.49 eV
HOMO level = -8.198 eV
SMILES string = C=c1s/c(=C\CPC)c(=O)n1C

The geometry in ORCA input format:
```
! wB97M-V def2-TZVPD RIJCOSX def2/J DEFGRID3
* xyz 0 1
C 2.885 -1.459 -0.882
C 2.008 -0.608 -0.339
S 0.702 -0.073 -1.427
C 0.043 1.009 -0.211
C -1.144 1.553 -0.350
C -2.145 1.231 -1.657
P -3.625 0.338 -1.017
C -2.902 -1.278 -0.248
C 0.889 0.947 1.002
O 0.670 1.593 2.035
N 1.875 -0.006 0.869
C 2.686 -0.270 2.026
H 2.737 -1.714 -1.841
H 3.841 -1.867 -0.425
H -1.633 2.268 0.309
H -2.293 2.105 -2.205
H -1.529 0.609 -2.342
H -3.445 1.050 0.301
H -1.912 -1.013 0.207
H -2.934 -2.015 -1.157
H -3.591 -1.637 0.620
H 2.768 -1.343 2.184
H 3.801 0.039 1.827
H 2.247 0.541 2.721
*
```



Looking at maximum force for the records above, in order, we have 0.016; 0.137; 0.013; 0.039; 0.090; 0.077; 0.221; 0.122; 0.064; 0.016; 0.022; 0.096 hartree/bohr.
Looking at relative energy (zero: lowest compared OMol25 entry of this formula, charge and spin) for the records above, in order, we have 1.156; 0.160; 0.701; 0.517; 4.303; 2.226; 3.895; 6.206; 0.030; 0.941; 0.483; 3.826 eV.